# C12H12Cl4N2RbSe2

A molecular structure, C12H12Cl4N2RbSe2 (ωB97M-V with the def2-TZVPD basis set, OMol25).

LUMO energy = -3.031 eV
Kohn-Sham gap = 7.9 eV
F_max = 0.69 eV Å⁻¹

ORCA input file:
```
! RIJCOSX wB97M-V def2-TZVPD def2/J DEFGRID3
* xyz 1 1
C -3.63083 -3.47527 -0.73872
H -4.09057 -3.92553 -1.61014
H -1.97762 5.74950 -0.40003
C 3.80296 -2.65200 -1.42008
H 5.77466 -1.90770 -0.99096
Cl -3.98247 -1.73371 -0.81234
C -1.77227 4.68851 -0.43502
N -1.22285 1.96173 -0.53294
C -2.68392 3.76964 0.05639
Cl -1.90946 -3.92627 -0.78116
Se 2.22484 1.37731 0.25491
C -2.35733 2.42269 -0.01413
H 4.91022 0.26622 -0.14687
Cl -1.36055 -0.55369 2.44539
C -0.84218 -0.95956 4.12221
H 1.71822 -3.05636 -1.71497
H -0.30495 -0.08826 4.47817
C 4.23114 -0.50157 -0.48807
Rb -0.92137 -0.93754 -0.60411
H 0.17260 4.90884 -1.32730
H 4.12294 -3.60707 -1.80945
C 2.85985 -0.28848 -0.46908
Cl 0.18493 -2.37114 4.14355
C 4.71138 -1.71249 -0.96432
N 1.97631 -1.18927 -0.89249
H -3.62632 4.07730 0.48455
H -3.05053 1.67799 0.36617
Se 1.30275 2.23520 -1.76115
C 2.45283 -2.33729 -1.36520
H -1.75615 -1.13994 4.67556
C -0.57472 4.22195 -0.95731
H -4.03514 -3.84713 0.19492
C -0.34638 2.85340 -0.98597
*
```

Mulliken population analysis, charges in e, atoms 1 to 6:
1. C -0.274
2. H 0.303
3. H 0.417
4. C -0.572
5. H 0.421
6. Cl -0.162

=====

# C10H14BIrN7O2

A molecular structure, C10H14BIrN7O2 at a distorted geometry (ωB97M-V with the def2-TZVPD basis set, OMol25).

LUMO energy (spin up / spin down) = -9.412 / -11.843 eV
Kohn-Sham gap (spin up / spin down) = 5.9 / 4.2 eV
ΔE to the lowest compared entry with this formula, charge and spin = 0.0 kJ/mol
F_max = 6.54 eV Å⁻¹

ORCA input file:
```
! RIJCOSX wB97M-V def2-TZVPD def2/J DEFGRID3
* xyz 2 6
H 2.41353 -2.10966 0.95413
O 2.62304 0.54472 3.97750
H 0.30953 0.63364 -3.38724
N -1.16016 0.03594 -1.67230
C 2.01760 -1.51105 -2.26977
H 1.33681 4.77205 -0.51281
C 2.65704 -2.26799 -1.28920
H 2.05975 -1.52396 -3.35569
N 1.28784 -0.80836 -0.29653
C 2.19956 -1.80069 -0.06125
N 1.21672 -0.61612 -1.66892
N 1.64213 0.13225 3.41150
C -2.14931 -1.96280 3.85146
H 1.07362 3.03023 1.57101
H -1.91355 -1.05353 3.26127
C -2.33081 -0.18115 -2.30090
H -2.63401 -2.70897 3.20676
Ir 0.11842 0.04348 1.01284
H -1.18259 -2.34717 4.17457
N -1.34339 -0.17406 -0.31227
H -4.31384 -0.76063 -1.53920
H -2.35841 -0.08177 -3.38051
H -3.02034 -0.75193 0.88150
C -2.64902 -0.51993 -0.10301
H -2.74412 -1.73518 4.70799
C 0.96851 2.86578 0.49669
H 3.36686 -3.05508 -1.45081
C 1.09843 3.73377 -0.58017
H 0.83655 3.25331 -2.79467
N 0.59063 1.72310 -1.38065
C -3.28650 -0.52038 -1.35200
O 1.50046 0.65437 2.14407
B 0.24557 0.45005 -2.20827
N 0.66943 1.62643 0.00397
C 0.85405 2.99128 -1.73909
*
```

Mulliken population analysis, charges in e, atoms 1 to 6:
1. H 0.426
2. O -0.035
3. H 0.014
4. N 0.274
5. C -0.023
6. H 0.451

=====

# C3H10O2Rb

A molecular structure, C3H10O2Rb at a distorted geometry (ωB97M-V with the def2-TZVPD basis set, OMol25).

LUMO energy = -3.575 eV
Kohn-Sham gap = 11.1 eV
ΔE to the lowest compared entry with this formula, charge and spin = 426.3 kJ/mol
F_max = 10.01 eV Å⁻¹

ORCA input file:
```
! RIJCOSX wB97M-V def2-TZVPD def2/J DEFGRID3
* xyz 1 1
C 13.19687 -11.45042 17.67043
C 11.44671 -10.53341 21.64261
Rb 15.11526 -10.53228 19.40698
H 11.99132 -10.64386 22.58033
H 12.82085 -10.66310 18.32375
H 13.48854 -11.01141 16.71633
C 12.33825 -10.96738 20.51507
H 12.68935 -11.95782 20.80465
H 11.16370 -9.50514 21.41750
O 14.16752 -12.21088 18.30962
O 13.41676 -10.01969 20.47113
H 11.83561 -11.11936 19.55989
H 14.64409 -12.65304 17.60324
H 10.61356 -11.23530 21.67885
H 14.05628 -10.29889 21.13042
H 12.30464 -12.05340 17.50180
*
```

Mulliken population analysis, charges in e, atoms 1 to 6:
1. C -0.752
2. C -1.293
3. Rb 0.888
4. H 0.327
5. H 0.359
6. H 0.370

=====

# C52H57BN10O2RuSSb2

A molecular structure, C52H57BN10O2RuSSb2 (ωB97M-V with the def2-TZVPD basis set, OMol25).

LUMO energy (spin up / spin down) = -1.270 / -4.180 eV
Kohn-Sham gap (spin up / spin down) = 8.7 / 6.1 eV
ΔE to the lowest compared entry with this formula, charge and spin = 0.0 kJ/mol
F_max = 0.13 eV Å⁻¹

ORCA input file:
```
! RIJCOSX wB97M-V def2-TZVPD def2/J DEFGRID3
* xyz 1 6
H -4.62350 -2.42379 -2.14498
C -0.71592 0.12038 4.38469
H 4.48945 0.27001 -0.12939
H -0.89073 4.65551 6.56597
H -5.67370 3.40768 3.30855
H -3.51558 -3.71953 -2.58839
N 0.64939 -1.38132 -1.57593
H -3.24776 3.23311 3.62277
H -5.60892 -0.04558 0.77632
C -5.12925 2.60456 2.82805
N 0.59544 1.23507 -3.18071
C -4.05456 -3.26829 -1.75489
C -5.09381 0.66847 1.40687
H 2.22731 4.49428 -4.23472
C 0.15309 -2.01901 -3.62727
H -0.94325 -0.90349 4.11973
C -3.12620 -2.84766 -0.66458
H 0.78810 -0.62906 5.70487
C 0.68398 5.25818 3.63169
C 0.67232 0.21476 5.02001
H -0.31352 3.31288 0.08659
C 6.16309 1.20714 -1.05367
H 1.14772 -6.21579 2.33624
C -0.87751 3.33684 4.87796
C 1.52114 -2.18072 -3.45924
H -1.97336 3.44808 0.71121
H -2.34005 -2.24577 3.28974
H 0.80408 3.22531 -5.88069
C 6.10605 -2.15509 1.51850
N -2.03136 0.32225 -1.93869
C 0.23646 5.46626 4.92705
C 0.40820 1.68730 -4.41266
C 4.80663 0.06282 2.57360
C 6.18967 0.05779 2.45471
H 6.30741 4.46243 -2.01301
N 7.96257 2.40495 -2.11395
C 1.46413 -4.09747 2.45464
H -3.17897 -0.22449 1.07406
H -1.57408 -3.78966 2.92846
H -2.88352 0.47782 -4.74037
C 2.20939 -3.25944 4.58505
C 4.06718 -1.04805 2.17645
N -0.35092 -1.54333 -2.48069
Sb -0.93567 1.29962 2.59645
C 6.83900 -1.04799 1.92394
H 8.58619 1.65367 -1.87794
H -2.52852 -1.58090 -2.97668
H 4.16253 -3.03945 1.35974
H 1.16172 -3.92582 1.42546
B -1.81046 -1.19474 -2.11141
C -0.44228 3.12782 3.56862
C -0.54358 4.50244 5.55196
H 1.77492 -6.61496 4.69425
H 4.31153 0.94531 2.95917
H -1.48892 0.43957 5.08444
H -0.11004 -2.00044 -5.73334
H 2.22262 -2.55504 -4.18680
H 2.45577 -4.72462 6.13101
C -5.79886 1.68834 2.02910
N -2.16639 -1.91528 -0.81178
C 1.74010 3.56362 -3.96404
C -2.64492 2.42235 -2.19873
C -3.06090 -3.30657 0.63018
H 0.49831 6.37493 5.45369
N -1.43728 1.03595 -0.94105
H 1.30064 6.00052 3.14099
C 1.34808 1.99339 -2.38626
C -3.54450 0.69154 -3.89735
H 3.99315 4.40046 -1.14678
H -4.12413 -0.20714 -3.69362
C 2.17715 -4.54862 5.09987
C -3.72086 0.56060 1.58362
H -4.22688 1.48292 -4.20051
H -0.62780 -2.32113 2.82605
H 7.91782 -1.05003 1.83157
C -2.76784 1.14058 -2.70475
H 6.75865 0.92356 2.76946
C -1.60888 -2.73824 2.64514
H -1.62178 -1.82258 -4.83240
Sb 1.95400 -1.09354 2.39438
C 1.44393 -5.38750 2.96731
O 2.32280 1.41708 1.11635
H 3.88705 -1.36523 -2.06426
C -1.35975 3.41308 -0.19238
H 6.77344 0.31279 -1.00975
N 1.93785 3.13986 -2.72039
H -0.82768 -3.39392 -4.93631
C 5.90164 3.54277 -1.60929
N 1.52564 1.51628 -1.09030
C -0.65584 -2.32007 -4.84572
H 3.01633 -1.09250 -0.55440
H -1.48089 2.59346 5.38705
H 1.92574 1.24011 3.57433
C -2.01573 -2.59642 1.22462
C 4.61270 3.51527 -1.12626
C -3.04623 1.46979 2.39654
C 6.69605 2.38788 -1.58788
C 4.87427 1.17951 -0.56644
C 0.96256 2.86985 -4.87361
H 2.79412 0.12052 4.60452
H 0.72403 3.94810 1.95136
C 1.79634 -5.61075 4.29127
C 3.08303 -1.73773 -1.42974
C -3.75699 2.49856 3.01152
H -3.11974 3.31592 -2.56851
C 1.84836 -3.02786 3.26091
C 1.78909 -1.76260 -2.16380
H 3.35635 -2.73808 -1.08878
C 0.34832 4.09255 2.95284
Ru 0.33806 0.06884 0.08596
H -4.75609 -4.00171 -1.36290
H 8.40338 3.29524 -2.26385
N -1.46841 -1.74511 0.35053
H -6.86854 1.77409 1.88742
H -3.68022 -4.05887 1.09014
C -1.80057 2.31554 -1.09730
C 1.85990 0.26162 4.05909
H 6.61021 -3.02322 1.11275
O 2.04615 3.68107 0.18081
H 2.52787 -2.43995 5.21986
C 4.09512 2.33133 -0.60477
H -1.46903 4.37198 -0.69703
H 0.72412 1.11737 5.63407
C 4.72359 -2.15786 1.65135
S 2.45102 2.32291 -0.04248
H -0.20639 1.06777 -5.06052
*
```

Mulliken population analysis, charges in e, atoms 1 to 6:
1. H 0.242
2. C -1.045
3. H 0.236
4. H 0.441
5. H 0.442
6. H 0.264